[1]
Below is C25H45Cl2ErO7S4Si as an isolated structure, with properties calculated with ωB97M-V with the def2-TZVPD basis set.

Geometry as XYZ:
```
85
Properties=species:S:1:pos:R:3
Er 8.8977 9.4978 13.2439
C 8.7340 7.2474 16.7021
C 8.7779 8.6907 17.1934
S 8.1735 10.0159 16.1088
C 6.3682 9.9269 16.2199
C 5.5567 8.9102 15.4324
S 6.3477 8.1971 13.9345
C 6.4751 6.4526 14.4894
C 7.8960 5.8414 14.4612
S 9.2174 6.9969 14.9241
H 7.7589 6.7855 16.8793
H 9.4862 6.6323 17.2799
H 9.8584 9.0862 17.2601
H 8.3028 8.9116 18.1862
H 6.0579 10.9617 15.8541
H 6.0775 9.8080 17.3004
H 4.6871 9.4461 14.9902
H 5.1728 8.1193 16.0694
H 5.7987 5.9150 13.7918
H 6.1152 6.3172 15.4930
H 8.1068 5.5388 13.4171
H 7.9076 4.9917 15.1380
O 9.3939 11.4187 12.0727
Cl 8.2827 12.1456 12.8518
O 7.7899 13.3031 12.1683
O 8.8426 12.3655 14.1809
O 7.2432 11.0821 12.9980
Cl 12.0766 11.1975 16.0598
C 12.7407 11.1790 14.4806
C 13.8087 12.0360 14.1940
C 14.3389 12.1378 12.9080
C 13.6126 11.5669 11.8794
C 12.6096 10.6907 12.1499
C 12.2012 10.3734 13.4670
C 11.2509 9.3100 13.6616
H 14.1840 12.6613 15.0224
H 15.2159 12.7790 12.6819
H 13.8604 11.8666 10.8245
H 12.1552 10.1399 11.3382
H 11.1687 9.0151 14.6929
H 11.3047 8.5095 12.9088
C 5.8903 10.1182 9.9293
C 6.6303 10.4958 8.6224
C 6.6661 12.0197 8.5112
C 5.9871 9.9259 7.3892
O 8.0184 10.1067 8.7984
Si 8.8016 8.7003 9.0634
S 8.7085 7.8851 11.1237
O 8.0683 7.5266 8.1352
C 8.1964 6.1089 8.0224
C 9.5191 5.5771 8.6057
C 6.9768 5.5449 8.7322
C 8.1238 5.8228 6.5089
O 10.3343 8.9220 8.5963
C 11.0177 9.7917 7.6368
C 10.1772 9.8962 6.3663
C 11.1662 11.1339 8.3675
C 12.3364 9.1532 7.3923
H 4.9088 10.6266 9.8988
H 6.3883 10.5164 10.8605
H 5.7430 9.0088 9.9901
H 5.6099 12.3867 8.4324
H 7.1729 12.3689 7.5825
H 7.1837 12.4614 9.4004
H 4.9070 10.1498 7.2652
H 6.1551 8.8314 7.3989
H 6.4588 10.3190 6.5015
H 9.7028 5.8740 9.6687
H 10.3589 6.0423 8.0623
H 9.5722 4.4820 8.4843
H 6.9558 5.8562 9.7690
H 6.9595 4.4202 8.6947
H 6.0570 5.9488 8.2060
H 9.0124 6.3163 5.9951
H 7.3088 6.3766 6.0438
H 8.1116 4.7744 6.2625
H 9.2142 10.3808 6.5989
H 9.9727 8.8787 5.9792
H 10.7164 10.4313 5.5746
H 10.1684 11.5130 8.5987
H 11.7347 11.9461 7.8337
H 11.6428 11.0615 9.3836
H 12.2989 8.1217 6.9864
H 12.8693 9.0610 8.3596
H 12.9634 9.7498 6.6968
```

2S+1: 4
LUMO (alpha / beta) (eV): -0.30 / -0.30
ΔE to the lowest compared entry with this formula, charge and spin (kJ/mol): 57.1
Orbital gap (alpha / beta) (hartree): 0.2370 / 0.2365
HOMO (alpha / beta) (eV): -6.745 / -6.730

[2]
Below is C2H5OPt as an isolated structure, with properties calculated with ωB97M-V with the def2-TZVPD basis set.

Geometry as XYZ:
```
9
Properties=species:S:1:pos:R:3
C -0.2241 -0.0611 0.5721
C 0.8143 -0.1456 -0.5777
H 0.4571 -0.5729 1.2940
H -0.5651 0.2703 1.5813
H 1.8483 -0.1568 -0.1899
H 0.8213 0.7457 -1.2230
Pt -2.3092 -0.2402 -0.1898
O -1.6302 1.2705 -0.1586
H 0.7876 -1.1098 -1.1084
```

2S+1: 4
LUMO (alpha / beta) (eV): -1.04 / -1.18
Orbital gap (alpha / beta) (hartree): 0.2111 / 0.2711
HOMO (alpha / beta) (eV): -6.784 / -8.558

[3]
Below is C33H66O33 as an isolated structure, with properties calculated with ωB97M-V with the def2-TZVPD basis set.

Geometry as XYZ:
```
132
Properties=species:S:1:pos:R:3
C -1.8861 0.5360 1.9718
O -1.5941 0.2534 0.5608
C -0.3091 0.1137 0.2227
O 0.6772 0.3509 0.9732
O -0.2385 -0.1009 -1.1587
C 1.0619 -0.2689 -1.6821
H -1.8614 -0.2906 2.6820
H -2.9461 0.7860 2.0148
H -1.3995 1.4404 2.3369
H 1.4594 -1.0831 -1.0762
H 1.6530 0.6116 -1.4303
H 1.0968 -0.5356 -2.7384
C -1.3700 -1.9119 -5.3210
O -1.2370 -1.1638 -4.1144
C -2.2789 -1.0535 -3.2776
O -3.2418 -1.8222 -3.2978
O -1.9800 -0.0102 -2.5032
C -2.7120 -0.0790 -1.3120
H -0.4486 -1.8873 -5.9029
H -2.2348 -1.5997 -5.9065
H -1.6314 -2.9521 -5.1266
H -2.4490 0.8889 -0.8853
H -2.4083 -0.8339 -0.5867
H -3.7798 -0.2014 -1.4931
C 6.7747 0.8811 1.9164
O 5.5574 0.1478 2.2729
C 4.3939 0.5563 1.8121
O 4.1220 1.5757 1.2102
O 3.5419 -0.4719 2.0880
C 2.2012 -0.4039 1.6506
H 7.3212 0.7361 2.8484
H 6.6623 1.9552 1.7689
H 7.2759 0.4858 1.0329
H 1.7776 0.5684 1.9021
H 1.5815 -1.0992 2.2168
H 2.1508 -0.5780 0.5757
C -2.0563 -2.0893 3.7088
O -0.9458 -1.6905 2.9658
C -0.2515 -2.5611 2.2066
O -0.5655 -3.6937 1.8367
O 0.7823 -1.9191 1.8488
C 1.6620 -2.4897 0.9136
H -2.0443 -3.1787 3.6741
H -2.9939 -1.7695 3.2540
H -2.0661 -1.6023 4.6839
H 1.8314 -1.8904 0.0190
H 1.2034 -3.4208 0.5808
H 2.5918 -2.6241 1.4662
C 1.3836 2.0608 1.2996
O 1.2103 3.4498 1.5831
C 2.0353 4.3660 1.1505
O 3.1249 4.1491 0.5980
O 1.6930 5.5692 1.5407
C 2.5907 6.5955 1.3363
H 0.9481 1.3119 1.9611
H 2.3901 1.6471 1.2366
H 0.7863 1.8019 0.4253
H 2.9064 6.6164 0.2932
H 3.4802 6.3910 1.9322
H 2.2026 7.5402 1.7169
C 0.3804 1.2140 -3.2892
O -0.0603 0.7733 -4.4549
C 0.6368 0.6197 -5.5955
O 1.7867 1.0136 -5.6646
O -0.2215 0.0169 -6.4590
C 0.1214 -0.0411 -7.8728
H -0.2708 1.1095 -2.4214
H 0.4013 2.2927 -3.4439
H 1.3763 0.8590 -3.0240
H -0.2075 0.9326 -8.2359
H -0.4618 -0.8110 -8.3780
H 1.1985 -0.0724 -8.0366
C -3.8256 2.5349 -0.1437
O -4.4537 3.1188 0.9781
C -3.7686 3.5096 2.0079
O -2.5135 3.4920 2.1789
O -4.5743 3.8183 2.9957
C -5.9931 4.0759 2.7840
H -4.5205 2.3785 -0.9688
H -3.5584 1.5348 0.1975
H -2.9328 3.1085 -0.3927
H -6.5872 3.1620 2.7770
H -6.2598 4.7069 1.9362
H -6.3773 4.5883 3.6660
C 3.1055 -1.4445 4.4707
O 2.4358 -0.1266 4.3099
C 1.1155 -0.1180 4.6016
O 0.5186 -1.0274 5.1619
O 0.6827 1.0528 4.2089
C -0.6803 1.4280 4.4614
H 2.4247 -2.0911 3.9169
H 3.0298 -1.7518 5.5137
H 4.1222 -1.5638 4.0962
H -0.8131 1.5867 5.5316
H -1.4221 0.6829 4.1741
H -0.8186 2.3426 3.8847
C 3.4658 -3.0860 -2.0775
O 2.3372 -3.8975 -1.6255
C 1.1507 -3.4084 -1.4387
O 0.8683 -2.2079 -1.5323
O 0.2393 -4.3150 -0.9519
C -1.1529 -3.9491 -0.6918
H 4.1398 -3.6379 -2.7327
H 3.9678 -2.7880 -1.1570
H 3.1404 -2.2505 -2.6974
H -1.3716 -3.6199 0.3241
H -1.9229 -4.7203 -0.7085
H -1.4984 -3.1367 -1.3312
C -4.8440 1.2341 2.8841
O -4.2249 1.1695 4.1807
C -3.3489 0.1754 4.4457
O -3.0016 -0.6755 3.6539
O -3.0748 0.2869 5.7465
C -2.3120 -0.8701 6.2205
H -4.1405 1.4392 2.0772
H -5.4138 2.1633 2.8726
H -5.5090 0.3979 2.6683
H -1.2683 -0.8830 5.9064
H -2.8272 -1.8074 6.0105
H -2.3619 -1.1150 7.2814
C 2.0683 -2.1016 -8.1076
O 1.3757 -2.3913 -6.9543
C 1.8969 -2.0995 -5.7398
O 3.0805 -1.9230 -5.5647
O 0.9009 -1.9889 -4.8167
C 1.1476 -1.7847 -3.4518
H 2.2867 -3.0534 -8.5918
H 2.9998 -1.5570 -7.9532
H 1.5167 -1.4813 -8.8140
H 1.9450 -1.0740 -3.2352
H 1.3206 -2.7211 -2.9214
H 0.2086 -1.3377 -3.1253
```

LUMO (eV): 0.32
ΔE to the lowest compared entry with this formula, charge and spin (kJ/mol): 4328.4
Orbital gap (hartree): 0.3011
HOMO (eV): -7.876

[4]
Below is a 2-piece molecular cluster, H4O2 overall, with properties calculated with ωB97M-V with the def2-TZVPD basis set.

Geometry as XYZ:
```
6
Properties=species:S:1:pos:R:3
O 0.9854 -0.9036 -0.2449
H 0.3718 -1.4232 -0.7815
H 1.5400 -0.4362 -0.8823
O -1.3253 0.7710 0.5923
H -1.0942 1.6183 0.9867
H -0.4777 0.3737 0.3297
```

LUMO (eV): 0.74
ΔE to the lowest compared entry with this formula, charge and spin (kJ/mol): 2.3
Structure (SMILES): O.O
Orbital gap (hartree): 0.4336
HOMO (eV): -11.060

no.,energy (eV)
1,-144870.925
2,-7439.190
3,-102814.310
4,-4159.915